[1]
{
  "formula": "C38H58F4O15S6",
  "method": "the ωB97M-V functional and the def2-TZVPD basis",
  "max_force_ha_per_bohr": 0.023,
  "orbital_gap_ev": 8.04,
  "charge": 0,
  "homo_energy_ha": -0.348,
  "elements": ["C", "C", "C", "C", "C", "C", "C", "C", "C", "C", "C", "F", "F", "C", "F", "F", "C", "O", "O", "C", "O", "H", "H", "H", "H", "H", "H", "H", "H", "H", "H", "C", "C", "C", "S", "O", "O", "C", "H", "H", "H", "H", "H", "H", "H", "H", "C", "C", "C", "S", "O", "O", "C", "H", "H", "H", "H", "H", "H", "H", "H", "C", "C", "C", "S", "O", "O", "C", "H", "H", "H", "H", "H", "H", "H", "H", "C", "C", "C", "S", "O", "O", "C", "H", "H", "H", "H", "H", "H", "H", "H", "C", "C", "C", "S", "O", "O", "C", "H", "H", "H", "H", "H", "H", "H", "H", "C", "C", "C", "S", "O", "O", "C", "H", "H", "H", "H", "H", "H", "H", "H"],
  "coordinates": [[-2.486638, 2.393465, -0.655965], [-2.834380, 2.935284, -2.025605], [-3.054852, 2.017290, -3.055246], [-3.388292, 2.428097, -4.343769], [-3.536351, 3.781428, -4.592671], [-3.317481, 4.703458, -3.575061], [-2.946356, 4.308879, -2.288497], [-2.708955, 5.417168, -1.276943], [-1.504339, 5.268396, -0.416114], [-0.209446, 5.481126, -0.669607], [0.468872, 5.955592, -1.926521], [1.800537, 5.856318, -1.779441], [0.187303, 7.274937, -2.091772], [0.048807, 5.195834, -3.235455], [-0.721562, 6.019079, -3.972638], [1.165305, 4.966453, -3.965295], [0.546173, 5.177195, 0.571983], [1.675965, 5.323348, 0.857182], [-0.347071, 4.608524, 1.492763], [-1.594735, 4.862647, 1.028025], [-2.603325, 4.824268, 1.644495], [-2.425323, 1.310659, -0.724381], [-3.297571, 2.607243, 0.037792], [-1.522908, 2.726402, -0.284039], [-2.947232, 0.960522, -2.856995], [-3.517007, 1.665221, -5.095843], [-3.796917, 4.116008, -5.586757], [-3.441173, 5.748211, -3.821847], [-2.632239, 6.375713, -1.784795], [-3.571134, 5.484700, -0.611662], [-0.454702, 4.248825, -3.054620], [-2.839656, -1.266571, -9.283055], [-1.532837, -0.497790, -9.040165], [-1.764778, 0.418294, -7.830220], [-3.012041, -0.388834, -6.820704], [-4.201392, 0.429474, -6.810835], [-2.417523, -0.852448, -5.591258], [-3.288203, -1.774638, -7.915775], [-2.699788, -2.086871, -9.985209], [-3.596428, -0.594647, -9.695224], [-0.733460, -1.199333, -8.822428], [-1.233692, 0.074270, -9.910615], [-0.863994, 0.550049, -7.235596], [-2.158885, 1.389204, -8.126185], [-4.336337, -2.062045, -7.876904], [-2.659850, -2.595173, -7.571009], [3.879797, 3.024498, 4.100930], [2.751820, 3.156315, 3.068656], [2.206422, 1.746914, 2.805899], [2.493503, 0.809569, 4.311023], [3.440534, -0.242995, 4.028317], [1.234698, 0.525002, 4.952179], [3.337327, 2.113668, 5.198422], [4.178578, 3.992528, 4.499399], [4.755791, 2.566150, 3.636586], [1.959393, 3.788606, 3.472153], [3.097275, 3.618876, 2.147893], [1.139931, 1.749569, 2.593679], [2.742583, 1.249651, 1.999616], [4.108970, 1.679855, 5.830241], [2.595729, 2.626554, 5.810041], [3.578011, 1.884387, -11.154110], [2.416242, 2.030844, -12.146078], [1.888902, 0.621471, -12.445645], [2.243023, -0.366106, -10.985137], [3.196729, -1.385313, -11.334114], [1.006733, -0.697189, -10.313480], [3.087024, 0.923787, -10.075818], [3.870789, 2.842900, -10.728985], [4.447217, 1.460925, -11.661456], [1.625308, 2.632460, -11.693700], [2.726626, 2.533975, -13.060243], [0.816937, 0.610593, -12.625615], [2.409158, 0.164047, -13.284640], [3.886123, 0.483215, -9.484598], [2.355649, 1.400031, -9.423050], [-1.996820, -0.585559, 8.086052], [-1.483084, 0.243439, 6.901253], [-1.888415, -0.488023, 5.620098], [-3.381112, -1.405624, 6.016361], [-3.090218, -2.815647, 5.925059], [-4.507222, -0.830200, 5.325381], [-3.440946, -0.949546, 7.747119], [-1.934435, -0.035854, 9.024181], [-1.398013, -1.493728, 8.186749], [-1.944826, 1.233501, 6.923121], [-0.405111, 0.383211, 6.940348], [-2.103658, 0.198686, 4.805888], [-1.128344, -1.203053, 5.310146], [-3.830810, -1.782283, 8.328065], [-4.101570, -0.087804, 7.836801], [-1.943919, -6.748701, 6.874168], [-1.077778, -5.483105, 6.841513], [-0.191966, -5.501354, 8.094144], [0.047361, -7.232209, 8.512106], [-0.581250, -7.497670, 9.782669], [1.414711, -7.613720, 8.262092], [-0.995866, -7.893535, 7.214896], [-2.448587, -6.918589, 5.924120], [-2.707881, -6.654347, 7.648976], [-0.453113, -5.491285, 5.945296], [-1.685960, -4.582007, 6.804149], [0.772038, -5.035597, 7.916411], [-0.679181, -5.019427, 8.939742], [-1.498484, -8.787607, 7.576622], [-0.352583, -8.140271, 6.370473], [3.574548, -4.689772, 3.929983], [4.765905, -3.852537, 4.414010], [4.300992, -3.062148, 5.642566], [3.001549, -4.039561, 6.402912], [1.756892, -3.312788, 6.309107], [3.459148, -4.565173, 7.662826], [2.989671, -5.344412, 5.178236], [3.874319, -5.434635, 3.194015], [2.829886, -4.038265, 3.467327], [5.587962, -4.516539, 4.690110], [5.131824, -3.183164, 3.636788], [5.097695, -2.917968, 6.368082], [3.873589, -2.101386, 5.363374], [1.973156, -5.708030, 5.045648], [3.628980, -6.145730, 5.547133]],
  "forces_ev_per_angstrom": [[-0.45, -0.35, -0.52], [0.28, -0.10, 0.22], [0.03, 0.50, -0.18], [0.19, -0.18, 0.64], [0.08, -0.09, 0.04], [-0.14, -0.25, -0.23], [-0.06, -0.02, -0.70], [-0.25, -0.11, 0.46], [0.60, 0.02, -0.37], [-0.20, -0.21, 0.04], [-0.20, 0.16, 0.12], [0.13, -0.12, -0.07], [-0.03, 0.11, -0.01], [0.57, 0.38, -0.23], [-0.32, -0.11, 0.07], [0.04, -0.18, 0.04], [-0.33, -0.44, -0.07], [0.88, 0.10, 0.17], [0.08, 0.42, 0.35], [-0.65, 0.22, -0.95], [-0.16, -0.33, 0.77], [0.04, -0.12, 0.04], [0.20, 0.21, 0.31], [0.03, 0.18, 0.16], [0.01, -0.08, 0.06], [-0.18, 0.25, -0.11], [-0.06, 0.11, -0.02], [0.10, 0.15, 0.17], [-0.03, 0.02, -0.22], [-0.05, 0.00, 0.10], [-0.17, -0.02, 0.04], [0.02, 0.16, 0.04], [-0.42, -0.08, 0.22], [0.23, 0.05, -0.29], [0.23, -0.34, -0.30], [-0.02, 0.00, 0.12], [-0.20, 0.18, 0.15], [-0.02, -0.13, -0.31], [0.00, -0.01, 0.00], [-0.03, -0.04, 0.01], [0.05, -0.02, -0.01], [0.06, 0.01, -0.03], [-0.08, 0.03, 0.12], [-0.10, -0.01, 0.09], [-0.01, 0.06, 0.14], [0.01, 0.03, 0.06], [-0.06, -0.08, -0.10], [0.06, -0.03, 0.12], [0.00, 0.28, -0.23], [-0.08, 0.31, 0.00], [-0.07, -0.13, 0.04], [0.03, -0.22, 0.02], [0.22, 0.23, 0.01], [0.00, 0.00, 0.01], [0.02, 0.00, 0.04], [-0.01, 0.00, -0.01], [-0.03, 0.02, 0.00], [-0.01, -0.13, 0.05], [0.03, -0.10, 0.08], [-0.07, -0.13, 0.01], [-0.04, -0.05, 0.00], [-0.04, -0.05, -0.09], [0.01, -0.01, 0.07], [-0.04, 0.31, -0.18], [-0.04, 0.19, 0.06], [-0.08, -0.12, 0.04], [0.37, -0.14, -0.18], [0.16, 0.25, 0.02], [0.01, 0.00, 0.01], [0.02, -0.01, 0.03], [0.00, -0.01, 0.01], [-0.01, 0.00, -0.01], [0.00, -0.14, 0.03], [0.03, -0.10, 0.07], [-0.07, -0.13, 0.00], [-0.03, -0.05, 0.00], [0.01, -0.03, -0.12], [-0.02, 0.04, 0.15], [0.28, 0.17, 0.01], [0.13, 0.34, 0.10], [-0.16, -0.12, -0.08], [-0.07, -0.22, -0.07], [0.17, 0.05, 0.28], [-0.01, -0.01, 0.01], [-0.01, -0.01, 0.02], [-0.03, -0.02, 0.00], [0.01, -0.03, -0.06], [-0.08, -0.10, -0.07], [-0.05, -0.06, 0.02], [-0.07, -0.05, -0.12], [-0.03, -0.01, -0.06], [0.05, 0.07, 0.04], [-0.05, -0.05, 0.06], [-0.13, 0.23, -0.25], [0.00, 0.15, -0.22], [0.12, -0.07, 0.06], [0.01, -0.10, 0.15], [-0.28, 0.01, -0.17], [-0.02, 0.01, 0.01], [-0.01, -0.04, 0.00], [0.02, 0.01, 0.02], [0.03, 0.02, -0.06], [0.09, -0.07, 0.16], [0.00, -0.12, 0.07], [0.11, -0.02, 0.10], [0.05, -0.01, 0.03], [0.00, 0.10, 0.03], [0.00, -0.06, 0.00], [0.22, 0.10, -0.21], [0.29, -0.09, -0.18], [-0.07, -0.03, 0.17], [-0.22, 0.13, 0.14], [0.04, -0.09, -0.31], [-0.01, -0.01, 0.00], [-0.02, -0.01, 0.01], [-0.02, -0.02, 0.01], [-0.02, 0.03, 0.02], [-0.09, -0.02, 0.11], [-0.09, -0.03, 0.00], [-0.03, 0.03, 0.14], [-0.03, 0.01, 0.08]]
}

---

[2]
{
  "formula": "C17H36NO6PSSi",
  "method": "the ωB97M-V functional and the def2-TZVPD basis",
  "max_force_ha_per_bohr": 0.119,
  "orbital_gap_ev": 6.03,
  "charge": 0,
  "homo_energy_ha": -0.249,
  "elements": ["C", "C", "P", "C", "C", "C", "O", "O", "O", "S", "O", "O", "O", "C", "Si", "C", "C", "C", "H", "H", "H", "H", "H", "H", "H", "H", "H", "H", "H", "H", "H", "H", "H", "H", "H", "H", "C", "C", "C", "N", "C", "C", "C", "C", "C", "H", "H", "H", "H", "H", "H", "H", "H", "H", "H", "H", "H", "H", "H", "H", "H", "H", "H"],
  "coordinates": [[-0.209830, 1.286456, -3.715094], [-1.594100, 2.040020, -3.983705], [-1.820393, 3.558627, -2.892921], [-0.109284, 4.367528, -2.838095], [-2.366930, 3.035943, -1.115252], [-3.263600, 1.763886, -1.376832], [-2.839299, 0.582899, -1.372619], [-4.510766, 2.002743, -1.658116], [-3.320571, 4.098725, -0.801650], [-2.310329, 5.260949, -0.147668], [-2.078543, 6.481010, -0.926235], [-3.101331, 5.738124, 1.001131], [-0.953454, 4.368774, 0.244109], [-1.158888, 2.944258, -0.119756], [-1.376440, 2.132357, 1.601237], [0.385853, 2.139641, 2.411670], [-1.924546, 0.304562, 1.561743], [-2.484156, 3.113961, 2.804874], [0.626190, 1.979576, -4.035470], [-0.108891, 1.065966, -2.616323], [-0.104108, 0.357774, -4.338212], [-1.513512, 2.433635, -5.045343], [-2.476670, 1.348021, -3.981439], [0.235690, 4.732012, -3.842856], [0.633800, 3.649332, -2.365572], [-0.183266, 5.242370, -2.141643], [-0.319144, 2.491358, -0.729375], [0.432697, 2.884293, 3.261250], [0.713591, 1.120985, 2.751812], [1.136965, 2.501377, 1.647357], [-3.027091, 0.197931, 1.782629], [-1.615956, -0.258541, 0.639517], [-1.382944, -0.202934, 2.428507], [-2.195044, 2.760926, 3.843488], [-3.580243, 2.971705, 2.622550], [-2.167156, 4.197955, 2.770836], [2.596661, -5.622714, -0.846191], [2.934901, -4.147177, -1.070032], [3.132947, -3.361648, 0.225532], [1.892470, -2.682437, 0.815611], [1.812191, -1.267350, 0.302901], [0.566236, -3.389044, 0.566424], [0.466179, -4.398754, 1.682026], [0.930190, -3.599980, 2.888023], [2.011119, -2.660458, 2.359724], [1.539154, -5.774867, -0.628541], [2.820019, -6.199438, -1.745781], [3.183195, -6.048141, -0.029330], [2.214236, -3.674592, -1.741435], [3.892331, -4.127346, -1.598698], [3.855109, -2.561800, 0.050175], [3.559803, -4.011903, 0.989161], [1.707541, -1.297836, -0.781046], [2.722097, -0.742472, 0.593468], [0.949479, -0.781576, 0.760056], [-0.226559, -2.644269, 0.664203], [0.522455, -3.795504, -0.440053], [1.129165, -5.251037, 1.518357], [-0.548025, -4.779316, 1.802876], [1.299710, -4.245176, 3.685352], [0.103472, -3.015194, 3.294987], [3.012675, -2.975894, 2.645770], [1.852943, -1.638281, 2.707926]],
  "forces_ev_per_angstrom": [[-0.31, 0.54, -0.28], [1.52, -0.63, -0.41], [-0.79, 0.74, -1.54], [0.43, -0.77, 1.23], [-0.01, -1.69, -2.11], [-4.58, -1.24, -0.89], [1.99, 1.07, 0.51], [3.49, 0.73, 0.85], [3.91, 0.89, 1.50], [-4.22, 3.92, 2.13], [1.46, -3.09, -0.65], [1.91, -2.18, -0.48], [-1.13, 0.80, -1.22], [-1.54, -0.06, -0.38], [-0.01, -0.69, 1.10], [0.55, 0.62, -0.46], [0.34, -0.83, 0.70], [0.62, 0.18, 0.26], [-0.82, -0.79, 0.49], [-0.05, -0.05, -1.08], [-0.20, 0.68, 0.72], [-0.28, -0.15, 1.20], [0.77, 0.77, 0.44], [-0.47, -0.58, 0.91], [-0.42, 0.93, -0.78], [-0.01, -0.66, -0.79], [-0.57, 0.95, 0.87], [-0.03, -0.96, -0.79], [-0.33, 0.90, -0.11], [-0.59, -0.38, 0.78], [1.16, 0.01, -0.65], [-0.71, 0.69, 0.61], [-0.61, 0.60, -0.70], [-0.51, 0.16, -1.08], [1.00, 0.38, 0.21], [-0.73, -1.06, -0.07], [-0.27, -0.04, -0.25], [0.23, -0.34, 0.11], [-0.11, 0.05, -0.34], [0.02, 0.39, 0.52], [0.02, -0.24, 0.06], [0.05, -0.14, -0.10], [0.01, -0.25, 0.07], [-0.15, -0.01, 0.38], [-0.09, 0.15, -0.07], [0.04, -0.07, 0.05], [-0.04, 0.04, 0.07], [0.00, 0.04, -0.03], [0.06, 0.08, 0.05], [-0.05, 0.23, 0.09], [-0.17, 0.05, 0.18], [-0.19, -0.02, -0.05], [-0.01, 0.07, 0.05], [-0.06, -0.05, -0.09], [0.02, -0.04, -0.13], [0.16, 0.08, -0.01], [0.14, 0.09, 0.01], [-0.05, 0.02, -0.10], [0.06, 0.04, -0.09], [0.03, 0.12, -0.03], [0.02, -0.04, -0.03], [-0.02, 0.11, -0.19], [0.09, -0.08, -0.19]]
}